1.
Entry from the OMol25 dataset: a molecular structure, C41H104N12O19 in a non-equilibrium geometry (wB97M-V/def2-TZVPD).

ORCA input file:
```
! RIJCOSX wB97M-V def2-TZVPD def2/J DEFGRID3
* xyz 2 1
C 0.19 -1.62 -1.16
N 0.25 -0.48 -0.08
C -0.11 0.81 -0.79
C -0.85 -0.68 0.94
C 1.69 -0.56 0.62
C 2.04 -1.98 1.15
O 3.30 -1.82 1.63
H -0.05 -2.57 -0.68
H 1.06 -1.58 -1.82
H -0.60 -1.43 -1.90
H -1.11 0.62 -1.18
H 0.56 1.07 -1.61
H -0.10 1.58 -0.02
H -0.76 -1.66 1.41
H -1.87 -0.58 0.58
H -0.68 0.03 1.75
H 1.72 0.18 1.42
H 2.40 -0.21 -0.13
H 2.03 -2.68 0.32
H 1.36 -2.42 1.88
H 3.69 -2.69 1.78
C 6.70 0.42 -0.81
C 5.17 0.38 -1.12
C 4.28 0.22 0.16
O 4.97 0.73 1.23
C 4.38 0.56 2.56
N 4.80 1.67 -1.86
H 4.90 2.56 -1.38
H 5.37 1.71 -2.69
H 3.89 1.45 -2.24
H 7.25 0.40 -1.75
H 7.06 -0.44 -0.23
H 6.91 1.33 -0.26
H 4.79 -0.53 -1.59
H 4.19 -0.85 0.36
H 3.23 0.51 0.14
H 4.93 1.08 3.35
H 4.22 -0.49 2.79
H 3.33 0.82 2.71
C -1.86 -3.01 -0.73
C -2.92 -2.52 -1.81
C -2.95 -3.27 -3.18
O -3.90 -2.64 -4.13
C -3.72 -3.06 -5.56
N -4.33 -2.53 -1.22
H -4.77 -3.42 -1.08
H -4.27 -2.17 -0.27
H -5.03 -2.02 -1.74
H -1.70 -2.26 0.04
H -0.89 -3.10 -1.22
H -2.08 -3.92 -0.17
H -2.65 -1.48 -2.00
H -3.16 -4.33 -3.09
H -1.97 -3.09 -3.61
H -3.69 -4.13 -5.73
H -2.85 -2.63 -6.06
H -4.51 -2.53 -6.10
C -2.40 0.27 5.89
C -1.96 -0.87 4.91
C -2.93 -0.87 3.67
O -2.68 0.31 2.88
C -3.51 0.55 1.80
N -0.50 -0.55 4.54
H -0.10 -0.29 5.43
H -0.14 -1.36 4.06
H -0.39 0.22 3.89
H -1.71 0.52 6.69
H -3.34 0.01 6.39
H -2.58 1.27 5.48
H -1.85 -1.81 5.44
H -3.95 -0.93 4.06
H -2.77 -1.80 3.13
H -3.52 -0.26 1.07
H -3.24 1.48 1.30
H -4.51 0.88 2.11
C -5.70 6.65 -0.81
C -5.07 5.43 -0.40
C -3.82 5.12 -1.28
N -3.19 3.71 -1.16
C -4.08 2.66 -1.81
C -3.05 3.34 0.36
C -1.93 2.22 0.49
C -1.08 2.53 -0.74
C -1.75 3.63 -1.67
H -6.63 6.79 -0.27
H -5.94 6.69 -1.88
H -5.09 7.52 -0.57
H -5.86 4.69 -0.48
H -4.81 5.49 0.65
H -3.02 5.82 -1.07
H -3.91 5.38 -2.34
H -3.60 1.69 -1.77
H -4.27 2.96 -2.84
H -5.09 2.78 -1.41
H -4.01 3.04 0.79
H -2.83 4.29 0.84
H -2.20 1.17 0.43
H -1.45 2.26 1.47
H -0.89 1.70 -1.42
H -0.09 2.93 -0.51
H -1.58 3.49 -2.74
H -1.30 4.61 -1.48
C 4.19 -2.52 8.45
C 3.34 -2.77 7.16
C 4.01 -2.25 5.87
N 3.20 -2.58 4.57
C 3.35 -4.01 4.16
C 3.80 -1.68 3.47
C 2.90 -0.47 3.40
C 1.69 -0.81 4.31
C 1.65 -2.24 4.56
H 4.12 -1.46 8.69
H 5.24 -2.77 8.30
H 3.78 -2.93 9.37
H 2.37 -2.28 7.25
H 3.07 -3.82 7.04
H 5.04 -2.55 5.68
H 3.96 -1.16 5.95
H 4.43 -4.14 4.13
H 2.90 -4.08 3.17
H 2.93 -4.78 4.81
H 3.65 -2.38 2.65
H 4.84 -1.39 3.60
H 2.60 -0.08 2.43
H 3.45 0.34 3.90
H 0.75 -0.40 3.93
H 1.85 -0.28 5.25
H 1.28 -2.78 3.69
H 1.19 -2.61 5.47
C -1.26 -1.39 -3.79
C -1.33 -0.02 -4.62
C -0.12 0.89 -4.61
N -0.47 2.27 -5.18
C -1.28 3.06 -4.17
C 0.85 3.03 -5.64
C 1.37 2.36 -6.92
C 0.09 1.79 -7.51
C -1.01 2.23 -6.61
H -0.77 -2.21 -4.30
H -2.19 -1.61 -3.26
H -0.58 -1.23 -2.95
H -2.27 0.46 -4.33
H -1.49 -0.27 -5.67
H 0.80 0.50 -5.04
H 0.25 0.99 -3.59
H -2.30 2.70 -4.08
H -1.25 4.10 -4.52
H -0.69 3.12 -3.26
H 0.62 4.09 -5.69
H 1.51 2.87 -4.78
H 1.89 3.07 -7.57
H 2.16 1.65 -6.68
H -0.08 2.12 -8.54
H 0.22 0.71 -7.56
H -1.26 3.28 -6.79
H -1.99 1.76 -6.59
N -3.53 0.06 -1.09
O -3.42 0.14 -2.29
O -2.79 -0.65 -0.40
O -4.58 0.60 -0.62
N 0.59 -4.35 -1.40
O 0.43 -3.61 -2.30
O -0.23 -4.35 -0.54
O 1.59 -5.13 -1.36
N 2.34 0.55 -2.57
O 1.50 -0.32 -2.69
O 2.55 0.98 -1.46
O 2.91 0.92 -3.61
N 3.68 -4.56 1.27
O 4.61 -4.85 1.93
O 2.91 -3.66 1.62
O 3.40 -5.20 0.26
N 0.04 1.47 2.85
O 0.02 2.15 1.87
O 0.79 0.49 2.85
O -0.70 1.73 3.73
*
```

Properties
orbital gap: 6.63 eV

Mulliken population analysis, charges in e, atoms 1 to 99: -3.23 1.83 1.39 -1.27 -0.93 0.12 -0.51 0.17 1.42 0.88 0.26 0.04 -1.16 0.42 0.04 0.11 0.53 -0.48 0.59 -0.17 0.46 -1.54 0.04 1.02 -0.47 -0.45 0.10 0.41 0.47 0.02 0.48 0.35 0.38 0.36 -0.26 0.28 0.33 -0.66 0.07 -0.02 -0.48 -0.81 -0.42 -0.76 0.22 0.43 0.09 0.54 0.47 -0.31 0.88 -0.67 0.72 0.24 0.33 0.24 0.33 -1.42 0.03 -0.76 -0.08 -0.25 0.27 0.55 0.57 0.47 0.46 0.46 0.30 0.51 0.66 0.24 0.81 -1.29 0.49 -1.61 -0.02 -0.92 0.83 -0.51 -0.84 0.38 -0.03 -0.25 0.41 0.36 0.35 0.33 0.32 0.53 0.52 -0.27 0.30 0.35 0.65 0.54 -0.68 0.09 -0.95



2.
Entry from the OMol25 dataset: 12 unconnected molecules or ions with the total composition C41H109N3O13 in a non-equilibrium geometry (wB97M-V/def2-TZVPD).

ORCA input file:
```
! RIJCOSX wB97M-V def2-TZVPD def2/J DEFGRID3
* xyz -1 2
C -0.50 2.84 1.43
O 0.43 2.00 0.78
C -0.36 1.07 -0.03
C 0.55 -0.07 -0.52
N 0.88 0.33 -1.89
C 1.72 -0.70 -2.41
C 0.95 -2.00 -2.68
O 0.90 -2.74 -1.46
C 0.48 -4.08 -1.66
H 0.03 3.64 1.94
H -1.11 2.32 2.17
H -1.20 3.34 0.76
H -0.97 1.52 -0.82
H -1.11 0.57 0.59
H -0.02 -0.98 -0.32
H 1.36 -0.20 0.21
H 1.25 1.26 -1.89
H 2.66 -0.88 -1.90
H 1.84 -0.36 -3.44
H 1.50 -2.46 -3.50
H -0.02 -1.80 -3.14
H 0.17 -4.55 -0.73
H 1.33 -4.69 -1.96
H -0.36 -4.16 -2.35
C 2.60 2.87 4.04
C 2.35 3.58 5.37
C 0.94 3.06 5.82
O 0.54 3.70 7.06
C 0.10 5.02 6.97
N 3.40 3.17 6.33
H 2.61 1.78 4.06
H 3.55 3.27 3.66
H 1.90 3.16 3.25
H 2.41 4.65 5.14
H 0.98 1.99 6.03
H 0.29 3.21 4.95
H 0.84 5.75 6.63
H -0.18 5.23 8.00
H -0.75 5.12 6.31
H 3.14 3.27 7.30
H 3.38 2.16 6.21
C 1.95 -2.99 2.10
C 3.22 -3.18 1.29
C 4.37 -3.74 2.11
O 5.54 -3.64 1.34
C 6.79 -4.02 1.90
N 2.96 -4.12 0.25
H 1.63 -3.86 2.66
H 1.07 -2.69 1.54
H 2.06 -2.11 2.74
H 3.51 -2.24 0.82
H 4.24 -4.75 2.49
H 4.47 -3.17 3.03
H 6.67 -4.86 2.59
H 7.22 -3.28 2.57
H 7.51 -4.28 1.13
H 3.74 -4.12 -0.38
H 2.26 -3.58 -0.25
C -3.18 -3.81 -6.59
C -2.16 -2.72 -6.37
C -0.82 -3.32 -5.86
O -1.89 -2.18 -7.69
H -4.09 -3.44 -7.06
H -3.59 -4.25 -5.69
H -2.94 -4.54 -7.37
H -2.57 -1.90 -5.78
H -0.08 -2.62 -5.49
H -0.33 -3.79 -6.71
H -0.98 -4.04 -5.06
H -1.43 -1.34 -7.63
C 7.00 -0.44 -0.04
C 5.97 0.02 1.04
C 4.67 0.25 0.23
O 5.78 -1.07 1.88
H 7.59 -1.26 0.36
H 7.82 0.25 -0.28
H 6.60 -0.82 -0.97
H 6.17 0.83 1.74
H 3.82 0.54 0.85
H 4.40 -0.65 -0.32
H 4.94 1.08 -0.43
H 5.56 -1.84 1.35
C 0.41 1.69 -5.64
C -0.85 0.94 -6.03
C -2.11 1.76 -6.04
O -0.59 0.34 -7.30
H 0.38 1.88 -4.57
H 0.65 2.63 -6.13
H 1.28 1.04 -5.79
H -0.98 0.13 -5.31
H -2.22 2.30 -5.10
H -2.90 1.02 -6.16
H -2.20 2.51 -6.83
H -0.29 0.97 -7.96
C -4.18 -4.04 -2.73
C -4.99 -4.16 -1.42
C -6.45 -4.49 -1.72
O -4.54 -5.31 -0.70
H -4.54 -3.25 -3.39
H -4.33 -4.93 -3.34
H -3.12 -3.84 -2.54
H -4.93 -3.33 -0.71
H -7.09 -4.66 -0.85
H -6.46 -5.39 -2.32
H -6.94 -3.74 -2.35
H -5.10 -5.31 0.08
C -2.83 0.32 3.79
C -3.00 1.65 4.47
C -4.16 1.81 5.49
O -1.87 2.05 5.03
H -2.38 -0.44 4.43
H -2.03 0.34 3.04
H -3.76 -0.12 3.45
H -3.26 2.44 3.76
H -5.08 1.62 4.93
H -4.24 2.84 5.84
H -4.22 1.01 6.22
H -1.72 1.49 5.79
C -4.49 1.70 0.65
C -5.81 0.91 0.67
C -6.47 0.62 2.04
O -6.81 1.66 -0.10
H -4.59 2.65 1.18
H -4.09 1.85 -0.35
H -3.74 1.15 1.22
H -5.71 -0.02 0.11
H -7.45 0.16 1.86
H -6.76 1.55 2.52
H -5.82 -0.04 2.63
H -6.54 1.78 -1.01
C 0.83 6.44 3.10
C -0.02 7.16 2.10
C 0.74 8.20 1.34
O -0.52 6.24 1.09
H 1.36 7.05 3.83
H 1.57 5.85 2.56
H 0.30 5.76 3.77
H -0.81 7.68 2.64
H 0.38 8.31 0.31
H 1.82 8.02 1.27
H 0.58 9.11 1.90
H -1.25 5.82 1.55
C -0.81 5.87 -3.77
C -1.12 5.89 -2.27
C -1.83 4.66 -1.87
O 0.10 5.76 -1.61
H -0.15 5.01 -3.87
H -0.15 6.71 -4.02
H -1.76 5.85 -4.29
H -1.67 6.72 -1.83
H -1.23 3.77 -2.09
H -2.76 4.40 -2.38
H -2.18 4.64 -0.84
H -0.05 5.80 -0.67
C 1.99 -7.66 -0.99
C 2.51 -7.88 0.43
C 3.91 -8.32 0.67
O 2.29 -6.74 1.23
H 2.46 -6.82 -1.50
H 0.94 -7.40 -0.92
H 2.26 -8.45 -1.69
H 1.82 -8.63 0.83
H 4.13 -8.67 1.67
H 4.59 -7.48 0.54
H 4.22 -9.03 -0.09
H 2.48 -5.95 0.72
*
```

Properties
ΔE to the lowest compared entry with this formula, charge and spin: 0.000 eV
orbital gap (alpha / beta): 1.66 / 9.08 eV
expectation value of S²: 0.75

Mulliken population analysis, charges in e, atoms 1 to 99: 1.43 -0.32 -0.23 -0.59 0.09 -0.79 -0.82 0.16 -0.78 -0.29 -0.06 -0.43 0.22 0.04 0.31 -0.25 0.30 -0.19 0.52 0.51 0.43 0.25 0.31 0.05 -1.51 0.71 -0.34 -0.40 -0.67 -0.80 0.50 0.42 0.10 0.13 0.40 0.12 0.25 0.32 0.20 0.29 0.32 -2.09 2.89 -1.40 -0.48 -0.81 -0.19 0.36 0.33 0.49 -1.00 0.64 0.34 0.32 0.28 0.30 0.22 -0.21 -1.40 0.67 -1.07 -0.64 0.43 0.12 0.38 0.26 0.21 0.42 0.26 0.39 -1.37 0.48 -1.15 -0.49 0.36 0.39 0.26 0.44 0.27 -0.06 0.58 0.30 -1.40 1.65 -1.53 -0.57 0.12 0.43 0.36 -0.31 0.33 0.29 0.32 0.28 -1.29 0.41 -1.64 -0.52 0.58



3.
Entry from the OMol25 dataset: a molecular structure, C41H16F15GeN5O6S3Ti in a non-equilibrium geometry (wB97M-V/def2-TZVPD).

ORCA input file:
```
! RIJCOSX wB97M-V def2-TZVPD def2/J DEFGRID3
* xyz 0 1
Ti -0.59 -0.02 1.04
N -1.41 1.51 5.01
C -0.26 0.87 5.42
C 0.26 0.61 6.68
C 1.47 -0.04 6.73
C 2.15 -0.40 5.56
C 1.63 -0.14 4.31
C 0.39 0.51 4.24
N -0.37 0.91 3.14
C -1.43 1.51 3.66
C -2.50 2.15 2.89
C -3.64 2.71 3.36
S -4.56 3.30 2.06
C -3.34 2.76 0.97
N -2.34 2.18 1.54
H -2.13 1.89 5.60
H -0.27 0.90 7.58
H 1.92 -0.26 7.69
H 3.11 -0.90 5.64
H 2.15 -0.43 3.41
H -4.00 2.79 4.38
H -3.43 2.90 -0.09
C 2.98 -2.30 1.04
C 2.86 -0.82 1.13
N 1.76 -0.09 0.99
C 2.17 1.22 0.98
C 3.52 1.30 1.15
N 3.93 0.00 1.26
C 4.50 2.40 1.22
O 4.04 3.62 1.00
O 5.66 2.16 1.45
C 1.18 2.22 0.58
O 1.43 3.41 0.45
O 0.04 1.65 0.29
H 2.02 -2.72 0.78
H 3.30 -2.73 1.99
H 3.71 -2.55 0.28
H 4.90 -0.27 1.34
H 3.07 3.62 0.78
O -4.03 -0.72 2.60
C -3.15 -1.23 1.97
O -2.31 -0.48 1.22
C -2.87 -2.68 1.83
C -3.94 -3.55 1.67
C -3.70 -4.90 1.48
C -2.39 -5.37 1.48
C -1.33 -4.50 1.67
C -1.55 -3.14 1.85
S -0.17 -2.10 2.23
H -4.95 -3.16 1.68
H -4.52 -5.59 1.33
H -2.19 -6.42 1.33
H -0.31 -4.87 1.68
F -0.09 0.65 -5.67
C -1.32 0.25 -5.32
C -1.55 -0.20 -4.03
C -2.84 -0.57 -3.72
F -3.17 -0.97 -2.49
C -3.86 -0.52 -4.66
F -5.11 -0.88 -4.33
C -3.59 -0.08 -5.94
F -4.56 -0.03 -6.85
C -2.31 0.31 -6.28
F -2.04 0.74 -7.51
Ge -0.05 -0.15 -2.76
S -0.36 -1.35 -0.96
C 0.23 1.78 -2.61
C -0.82 2.52 -2.10
F -1.91 1.87 -1.65
C -0.80 3.89 -1.98
F -1.83 4.54 -1.43
C 0.32 4.58 -2.40
F 0.38 5.90 -2.28
C 1.39 3.89 -2.94
F 2.47 4.55 -3.36
C 1.33 2.51 -3.04
F 2.38 1.90 -3.61
C 1.52 -1.05 -3.55
C 2.68 -1.07 -2.79
F 2.74 -0.36 -1.65
C 3.79 -1.82 -3.12
F 4.88 -1.81 -2.35
C 3.75 -2.60 -4.27
F 4.81 -3.33 -4.61
C 2.60 -2.63 -5.04
F 2.55 -3.39 -6.13
C 1.51 -1.87 -4.66
F 0.42 -1.97 -5.43
*
```

Properties
ΔE to the lowest compared entry with this formula, charge and spin: 0.000 eV
orbital gap: 7.22 eV

Computed Mulliken charges, given in elementary charges: -0.29 0.01 0.41 -1.38 -0.54 -1.06 0.40 -0.13 0.93 0.24 -0.47 -0.52 -0.21 -0.40 0.56 0.23 0.43 0.40 0.47 0.41 0.36 0.38 -1.78 -0.99 1.28 -0.74 0.64 0.32 0.45 -0.58 -0.62 1.32 -0.97 1.40 0.18 0.38 0.43 0.29 0.39 -0.63 0.08 0.19 0.26 -0.80 -0.60 -0.64 -0.77 0.93 -0.21 0.47 0.39 0.40 0.45 -0.37 0.42 0.01 -0.23 -0.19 -0.03 -0.30 0.71 -0.30 0.09 -0.30 1.39 -0.74 0.77 -0.80 -0.75 0.30 -0.38 0.73 -0.34 0.44 -0.34 0.27 -0.38 -0.09 -0.08 0.22 -0.23 -0.34 0.63 -0.30 0.04 -0.30 -0.09 -0.29